(1)
Entry from OMol25: C26H23F5N4O3S5Sc as an isolated structure (the ωB97M-V functional and the def2-TZVPD basis).

Structure (XYZ):
```
67
Properties=species:S:1:pos:R:3:nbo_charge:R:1
Sc 0.3280 -2.0593 1.5858 1.4527
S -1.7860 -4.2330 0.9091 -0.0761
S -2.2226 -2.4662 1.8799 -0.5184
S 1.3186 1.7162 -0.9811 -0.4017
S 1.1260 -4.0398 2.8831 -0.4355
S -0.3203 -5.1742 2.1801 -0.0764
F -0.2081 0.0892 0.8557 -0.3263
F -1.8619 0.9625 2.8402 -0.2854
F -1.8298 3.6322 3.5096 -0.2994
F -0.5065 5.5194 1.7256 -0.3229
F 0.4576 4.5730 -0.5949 -0.3262
O 0.9033 -2.5142 -0.3954 -0.7753
O -0.2532 0.6369 5.0777 -0.7107
O 0.7353 -0.8280 3.3246 -0.7801
N -3.9880 -0.0979 -2.9210 -0.3775
N -1.9384 0.4989 -4.4262 -0.3479
N 2.7296 -0.2610 2.3136 -0.4113
N 2.4404 -1.2395 1.4730 -0.3664
C 1.8339 1.2493 3.9153 -0.2329
C 1.6590 3.7157 5.2707 -0.1935
C -4.4463 0.4447 -4.2428 -0.2556
C -0.3465 1.4616 1.0740 0.2398
C 2.6428 3.4572 4.3079 -0.2618
C 0.3663 2.2807 0.2529 -0.2708
C 4.4338 -4.4979 -1.5053 -0.3028
C 1.7498 -0.0573 3.2178 0.5813
C -3.2272 1.0125 -5.0740 -0.2492
C -1.2030 1.8508 2.0881 0.3208
C 3.3448 -1.5308 0.5842 0.1502
C 0.0728 3.6844 0.4206 0.2974
C -3.1309 0.9033 -2.2457 -0.2851
C -3.2379 -1.2954 -3.3006 -0.2794
C -0.5618 4.1374 1.5302 0.2627
C 0.7368 1.5532 4.7819 0.4082
C 0.6430 2.7867 5.4334 -0.3074
C -1.1725 3.2038 2.4362 0.2281
C -1.8331 1.0898 -2.9763 -0.2585
C 4.4672 -3.2570 -0.8285 -0.1531
C -2.1600 -1.0523 -4.3572 -0.2294
C 3.2666 -2.5940 -0.3852 -0.2318
C 1.9665 -3.0835 -0.7288 0.4330
C 2.8660 2.1908 3.7450 -0.1403
C 3.1755 -5.0806 -1.8014 -0.2127
C 2.0223 -4.3691 -1.4505 -0.3003
H -1.4446 2.1656 -3.0554 0.2596
H 3.1885 -6.2173 -1.9891 0.2094
H -1.1255 0.7853 -4.9254 0.4375
H -1.0629 0.4745 -2.5249 0.2677
H 4.3126 -1.0163 0.8267 0.1836
H -0.0554 -0.0680 4.3268 0.5044
H -3.2710 0.7208 -6.1215 0.2187
H -2.9534 0.4806 -1.2193 0.2639
H -2.4636 -1.2732 -5.3962 0.1991
H 3.3321 4.2968 4.0245 0.1986
H -0.2354 3.0265 5.9886 0.2188
H 1.0420 -4.7714 -1.6960 0.2035
H -5.1690 1.3253 -4.1035 0.2298
H -2.6263 -1.5742 -2.4285 0.2447
H 5.3685 -5.0246 -1.7679 0.2001
H -3.7698 1.8141 -2.0850 0.2220
H -3.0497 2.0995 -5.0652 0.2197
H 5.5012 -2.7855 -0.6581 0.2055
H -3.9880 -2.0213 -3.5527 0.2309
H 1.7446 4.6614 5.7778 0.2048
H -4.8701 -0.4145 -4.7701 0.2116
H -1.2361 -1.6041 -4.1627 0.2545
H 3.7795 2.0008 3.1753 0.2397
```

Summary:
* M: 739.78 g/mol
* max |F|: 5.2 eV/A
* charge: -1
* relative energy (zero: lowest compared OMol25 entry of this formula, charge and spin): 0.0 kcal/mol
* LUMO energy: 0.894 eV
* frontier orbital gap: 4.72 eV

=====

(2)
Entry from OMol25: a 5-piece molecular cluster, C26H23N5O8 overall (the ωB97M-V functional and the def2-TZVPD basis).

Structure (XYZ):
```
62
Properties=species:S:1:pos:R:3:nbo_charge:R:1
O 5.9085 -1.4492 1.0268 -0.3693
O -0.0016 -1.3551 -5.6907 -0.3968
O 5.5177 0.0851 2.4155 -0.3769
O -5.3294 4.1253 -7.4900 -0.3654
O -0.5741 4.1638 9.9371 -0.3760
O 0.7500 2.6262 9.3983 -0.3706
O -5.3191 2.2981 -6.3488 -0.3751
O 0.5191 -1.1881 -7.7858 -0.3489
N 0.2420 3.3172 10.2566 0.5246
N -5.4995 2.9024 -7.4305 0.5039
N -4.3693 1.3415 0.9454 -0.3298
N 6.0544 -0.9601 2.1252 0.5232
N 0.0161 -1.7815 -6.8714 0.5198
C -2.1803 -5.1983 -7.9111 -0.1861
C -1.4276 -3.6135 -6.2017 -0.1752
C 2.0225 2.0226 13.3112 -0.2009
C -6.5663 0.7663 -10.9205 -0.1596
C 7.6170 -2.7867 2.8568 -0.1635
C -1.4059 -4.5882 -8.8754 -0.2037
C 8.1981 -3.0191 5.1007 -0.1714
C 7.5814 -1.8378 5.4171 -0.2202
C -3.2802 1.7475 1.1345 0.2864
C 6.8194 -1.6630 3.1196 0.0110
C 1.5744 2.1475 12.0190 -0.1991
C 0.3906 4.1990 12.6227 -0.1817
C -6.0997 0.8169 -8.5990 -0.1761
C -6.3326 0.0935 -9.7154 -0.2154
C 8.3448 -3.4214 3.8335 -0.2213
C -5.8234 2.1690 -8.6220 0.0179
C -6.0096 2.8154 -9.8540 -0.1554
C -6.4348 2.1217 -10.9848 -0.2269
C -0.7103 -2.9923 -7.2089 0.0228
C 6.8713 -1.1617 4.4272 -0.1682
C 0.7313 3.2104 11.6752 0.0332
C 0.8554 4.0632 13.9403 -0.2168
C -1.9644 2.2629 1.4240 -0.7307
C -2.2182 -4.6922 -6.6353 -0.2067
C -0.6589 -3.4929 -8.4965 -0.1937
C 1.6618 3.0047 14.2725 -0.1800
H -6.4711 -0.9773 -9.6888 0.2233
H -2.9707 -5.1300 -5.9963 0.2182
H -0.3174 4.9537 12.3136 0.2506
H 8.8169 -3.5318 5.8223 0.2160
H 7.7004 -3.1581 1.8461 0.2386
H 0.5649 4.7702 14.7033 0.2275
H 8.9387 -4.3113 3.6857 0.2263
H -1.5487 1.6476 2.2220 0.2578
H 7.4537 -1.3919 6.3924 0.2282
H -1.4374 -4.9645 -9.8873 0.2235
H -1.8969 3.3384 1.5877 0.2596
H -6.5253 2.6156 -11.9409 0.2249
H 6.3134 -0.2437 4.5387 0.2477
H -1.4201 -3.1830 -5.2112 0.2603
H -2.8065 -6.0648 -8.0644 0.2192
H 1.9134 2.6460 15.2596 0.2215
H 1.8555 1.3545 11.3418 0.2467
H -0.1042 -3.0503 -9.3107 0.2474
H -5.8932 3.8835 -9.9637 0.2429
H 2.5323 1.1313 13.6459 0.2208
H -6.8675 0.2111 -11.7965 0.2162
H -1.3242 2.0870 0.5596 0.2567
H -5.9766 0.2691 -7.6765 0.2449
```

Summary:
* M: 533.50 g/mol
* max |F|: 4.0 eV/A
* charge: 0
* relative energy (zero: lowest compared OMol25 entry of this formula, charge and spin): 40.5 kcal/mol
* LUMO energy: -0.665 eV
* frontier orbital gap: 9.44 eV

=====

(3)
Entry from OMol25: one molecule with the formula C26H23N7OS (the ωB97M-V functional and the def2-TZVPD basis).

Structure (XYZ):
```
58
Properties=species:S:1:pos:R:3:nbo_charge:R:1
S -0.3391 -3.0120 -1.6875 0.2972
O 0.0526 -0.0982 -1.6059 -0.6180
N -5.8163 -1.0652 0.5630 -0.0308
N 1.9497 -0.1322 -0.3782 -0.5054
N -0.4139 -1.9087 0.7921 -0.3535
N -6.2949 -0.2253 -0.2559 -0.2365
N -2.3990 -2.4075 -0.0085 -0.3573
N -4.6132 -0.6650 1.0019 -0.1927
N -1.3352 -1.5111 1.6839 -0.2811
C 2.9627 -1.6867 1.2105 -0.2232
C -3.8099 -1.4801 1.8715 -0.2617
C 1.8150 1.2288 0.0215 0.2258
C -1.0538 -2.4293 -0.2224 0.1942
C 5.4571 -1.0913 0.1361 -0.2343
C -3.4180 -2.8555 -0.9144 -0.4184
C -5.4232 1.9414 -1.2115 -0.2074
C -4.3174 2.7556 -1.1594 -0.2262
C -2.5143 -1.8055 1.2155 0.3044
C 1.2557 -2.1699 -1.4985 -0.6217
C 3.0862 -0.7991 0.1519 0.1146
C 1.0011 -0.7029 -1.1534 0.7108
C 0.6555 1.5703 0.7090 -0.2028
C 4.1231 1.9391 -0.9162 -0.4108
C 4.1008 -2.2885 1.7191 -0.2009
C -4.2851 0.5151 0.4059 0.0807
C -3.1768 1.3507 0.4621 -0.2437
C -3.2142 2.4664 -0.3408 -0.1717
C 4.3707 0.5385 -1.4858 -0.4335
C 1.4041 3.8286 0.8813 -0.2059
C -5.4037 0.7944 -0.4172 0.1079
C 2.5651 3.4799 0.2218 -0.1953
C 0.4412 2.8650 1.1329 -0.2225
C 4.3280 -0.4840 -0.3916 0.0559
C 5.3429 -1.9932 1.1806 -0.2029
C 2.8024 2.1803 -0.2241 -0.0462
H 3.3192 4.2324 0.0375 0.2069
H 4.9187 2.1637 -0.1971 0.2159
H 4.0187 -2.9830 2.5413 0.2160
H -4.2867 3.6482 -1.7664 0.2172
H -2.3685 3.1371 -0.3495 0.2226
H 3.6095 0.3134 -2.2372 0.2166
H -4.3528 -3.0108 -0.3781 0.2326
H 5.3469 0.5274 -1.9739 0.2178
H -0.0616 0.7909 0.9099 0.2305
H 1.7477 -2.2415 -2.4696 0.2559
H -3.1005 -3.7897 -1.3778 0.2209
H 1.2540 4.8476 1.2058 0.2127
H 1.9814 -1.8899 1.6141 0.2548
H -6.2721 2.1603 -1.8383 0.2270
H 1.8408 -2.6882 -0.7434 0.2542
H -4.3884 -2.3834 2.0894 0.2460
H 4.2119 2.6652 -1.7298 0.2222
H -3.5737 -2.1119 -1.6999 0.2271
H -2.3338 1.1247 1.0943 0.2317
H -3.5922 -0.9541 2.8064 0.2456
H -0.4621 3.1205 1.6663 0.2125
H 6.4289 -0.8583 -0.2747 0.2117
H 6.2287 -2.4632 1.5810 0.2145
```

Summary:
* M: 481.58 g/mol
* max |F|: 1.3 eV/A
* charge: 0
* LUMO energy: 0.584 eV
* frontier orbital gap: 9.27 eV

=====

(4)
Entry from OMol25: C26H24Cl2N6O3S2Ti as an isolated structure (the ωB97M-V functional and the def2-TZVPD basis).

Structure (XYZ):
```
64
Properties=species:S:1:pos:R:3:mulliken_spin:R:1
Ti 0.1242 -0.4471 0.2162 0.9936
Cl -1.8291 2.1179 -3.8468 -0.0001
Cl -0.0559 -0.0644 -4.6814 0.0022
S -2.9026 -2.9746 -2.3140 0.0801
S -0.4501 -2.4401 1.8508 -0.0089
O 2.5762 -2.1057 1.7235 0.0004
O 1.4076 2.0691 -1.1941 0.0149
O -1.0371 1.2145 -0.0154 0.0504
N 2.1752 -0.9244 1.1119 -0.0421
N 0.1379 -2.4534 4.4599 -0.0033
N 0.0520 0.3827 2.3656 0.0176
N 0.2591 -0.3952 3.5030 0.0013
N -1.6859 -1.2732 -0.7217 0.0701
N 1.6469 1.1236 -0.3692 -0.0001
C -1.2353 4.8111 0.1387 0.0005
C -1.3721 3.5221 -0.3154 0.0014
C -5.8080 -1.1410 -0.1222 0.0630
C -3.6096 -0.3177 0.4992 0.0735
C -1.4364 -2.2265 -1.6673 0.3634
C -0.7050 0.8310 -3.2909 0.0034
C 0.2182 -3.4367 -3.0788 0.2050
C 2.1880 -1.9038 -1.8548 -0.1223
C -0.2051 4.0195 2.1423 0.0037
C -3.8631 -1.9911 -1.2223 0.0271
C -5.2359 -1.9898 -1.0680 -0.0207
C 2.8342 1.1135 0.2061 0.0401
C 0.8840 -1.7164 -1.4074 0.1591
C 3.7998 2.2054 -0.1252 -0.0006
C -0.8972 2.4166 0.4328 0.0063
C -0.1160 -2.4996 -2.0739 -0.1250
C -0.6371 5.0818 1.3784 0.0025
C 0.0232 -1.6503 3.3249 0.0033
C -4.9874 -0.3208 0.6503 -0.0344
C 1.5349 -3.5789 -3.4686 -0.1120
C 0.0303 1.6357 2.6271 0.0182
C -3.0182 -1.1539 -0.4575 -0.0197
C 3.1271 -0.0653 0.9857 0.0141
C 4.4829 -0.3658 1.5490 -0.0027
C -0.3193 2.6951 1.7025 0.0081
C 2.5305 -2.8060 -2.8686 0.2047
H 3.3085 3.1705 0.0252 0.0007
H -0.5585 -4.0288 -3.5555 0.0386
H 0.0968 1.3074 -2.7327 0.0023
H 1.7933 -4.2895 -4.2483 -0.0078
H 0.2337 4.1982 3.1203 -0.0006
H -1.8179 3.3083 -1.2782 -0.0003
H -5.8542 -2.6437 -1.6730 -0.0034
H 4.0668 2.1687 -1.1865 0.0013
H 5.1233 0.5119 1.5615 -0.0005
H 4.7080 2.1631 0.4743 -0.0001
H 1.7347 -2.6113 1.7166 -0.0010
H 4.9622 -1.1461 0.9524 0.0018
H -0.5304 6.1001 1.7321 0.0007
H -1.2711 0.1419 -2.6761 0.0019
H 4.3792 -0.7575 2.5606 0.0011
H -6.8833 -1.1249 0.0121 0.0118
H -1.5912 5.6318 -0.4755 0.0001
H -5.4347 0.3330 1.3911 -0.0020
H 0.3820 -3.4045 4.2342 0.0009
H 0.2212 1.9250 3.6630 0.0000
H 3.5639 -2.9108 -3.1854 0.0210
H -2.9762 0.3210 1.0981 0.0099
H 0.7280 -2.0350 5.1648 -0.0001
H 2.9902 -1.3263 -1.3995 -0.0123
```

Summary:
* M: 651.42 g/mol
* max |F|: 0.3 eV/A
* charge: -2
* relative energy (zero: lowest compared OMol25 entry of this formula, charge and spin): 0.0 kcal/mol
* LUMO energy (spin up / spin down): 4.580 / 4.576 eV
* spin multiplicity: 3
* frontier orbital gap (spin up / spin down): 3.81 / 6.58 eV